# 1
C19H25IrN4S2 | ωB97M-V with the def2-TZVPD basis set

CARTESIAN COORDINATES (ANGSTROEM)
C: 0.247 -2.235 -1.060
H: 1.845 4.723 -3.394
H: 0.579 0.411 6.319
N: -0.980 -1.781 -0.400
H: -2.322 2.940 -2.043
C: 1.657 3.763 -2.932
S: -0.857 1.210 2.175
C: 1.156 -1.223 -1.447
H: -0.495 -2.735 1.426
Ir: -0.615 0.251 0.177
C: 0.190 -1.506 5.333
H: -1.818 -1.284 -2.297
H: -2.936 1.671 -0.956
C: 1.122 1.271 -1.784
C: 1.694 -3.919 -1.943
N: -0.767 0.610 4.731
C: -0.421 0.193 3.546
H: 3.388 2.818 -3.786
H: -1.990 3.168 0.831
C: 2.252 1.460 -2.602
C: 0.548 3.604 -2.107
H: -0.219 -4.331 -1.076
C: -2.089 1.989 -1.563
C: 2.514 2.692 -3.162
H: -1.380 4.227 -0.426
N: 0.699 0.071 -1.211
N: -0.888 2.172 -0.674
C: 0.495 -3.560 -1.330
H: 2.945 0.668 -2.813
H: 1.121 -1.848 5.777
C: -1.133 3.368 0.193
C: 2.645 -2.945 -2.254
H: 3.594 -3.234 -2.682
S: 0.476 -1.250 3.538
H: -1.277 1.477 4.864
H: 3.168 -0.907 -2.225
H: -0.570 -2.276 5.442
H: -0.103 4.452 -1.948
C: -0.251 -0.149 5.886
H: -1.037 -0.254 6.631
H: -2.194 -2.207 1.268
C: -1.343 -2.651 0.755
C: 0.295 2.382 -1.524
C: -2.120 -1.792 -1.384
H: -2.378 -2.826 -1.615
H: -1.863 1.249 -2.327
H: 1.892 -4.960 -2.159
H: -0.249 3.586 0.785
C: 2.387 -1.614 -2.014
H: -1.632 -3.642 0.403
H: -2.981 -1.296 -0.939

Results
charge: +3
LUMO energy (spin up / spin down): -11.8 / -12.1 eV
spin multiplicity: 2
max |F|: 0.41 eV/A
expectation value of S²: 0.944
HOMO (spin up / spin down): -17.630 / -18.151 eV
HOMO-LUMO gap (spin up / spin down): 5.81 / 6.03 eV

---

# 2
C26H18InN2OS3SiTe | ωB97M-V with the def2-TZVPD basis set

CARTESIAN COORDINATES (ANGSTROEM)
C: 3.717 -1.242 2.908
S: 5.062 -1.102 1.780
N: -4.912 -1.978 4.513
C: -2.843 -2.441 3.060
S: -1.156 -3.928 1.412
C: 1.269 -0.144 -1.992
H: -3.635 -2.770 -2.678
C: -4.146 -0.270 -0.397
N: -4.598 -5.074 1.655
H: 4.614 -0.620 -2.185
C: 1.959 -0.135 -4.273
Si: -0.030 0.208 -0.630
C: 5.372 0.537 2.312
C: -0.078 2.108 -0.520
H: -1.432 -2.125 -2.361
C: -0.266 4.197 0.860
C: -0.395 4.274 -1.589
C: -0.061 2.786 0.698
H: -0.700 5.997 -0.222
C: -2.608 -3.529 2.273
H: 2.770 -0.504 -0.569
C: 4.532 0.953 3.262
H: -0.269 4.695 1.806
C: -4.074 -2.247 3.768
H: -0.233 2.504 -2.735
C: 3.551 -0.066 3.606
C: -2.822 0.167 -0.380
In: 0.141 -1.930 2.133
H: -4.896 0.382 0.073
C: -1.705 -0.463 -0.989
C: 3.583 -0.526 -2.533
O: 0.383 -0.360 0.774
C: 0.936 -0.067 -3.316
C: -3.745 -4.361 1.964
H: 4.068 -0.406 -4.610
C: 3.271 -0.450 -3.857
C: 2.601 -0.389 -1.595
H: 0.016 2.133 1.570
C: -0.429 4.911 -0.318
Te: 2.582 -2.992 2.966
H: -5.444 -1.644 -1.349
C: -2.075 -1.561 -1.757
H: 4.459 1.970 3.661
C: -0.166 2.902 -1.711
H: -0.057 0.203 -3.604
C: -3.370 -2.003 -1.886
S: -1.633 -1.271 3.693
H: 6.143 1.133 1.761
C: -4.413 -1.375 -1.154
H: 1.717 -0.092 -5.341
H: -0.554 4.890 -2.396
H: -2.689 1.084 0.225
H: 2.684 0.027 4.216

Results
charge: -1
LUMO energy: 2.2 eV
max |F|: 2.99 eV/A
HOMO: -5.498 eV
HOMO-LUMO gap: 7.65 eV

---

# 3
C30H23IrN4O3S4Te | ωB97M-V with the def2-TZVPD basis set

CARTESIAN COORDINATES (ANGSTROEM)
N: -1.641 1.559 2.910
H: 3.855 2.909 3.585
S: -3.710 4.300 -0.474
H: -2.980 -4.588 -0.682
Ir: -0.357 1.048 1.063
C: 2.779 -1.921 -3.376
S: -2.354 1.649 -0.055
H: 1.118 -3.310 -0.766
C: 0.499 -2.313 -3.910
N: 1.641 0.892 2.078
O: 2.574 -2.202 0.746
Te: 0.487 1.364 -1.552
H: -0.644 3.229 3.576
H: -1.583 0.126 -3.173
C: 1.884 -1.183 0.854
C: 1.083 -0.460 -2.472
C: -2.787 0.873 2.893
H: 3.828 -2.188 -3.463
O: -3.584 6.936 -0.442
H: -1.764 -1.233 -2.078
S: -1.361 5.827 0.449
C: 4.387 1.200 2.370
C: 1.830 -2.673 -4.047
H: -4.777 2.938 4.667
C: -1.591 -1.792 0.612
C: -3.892 2.540 4.187
S: 0.242 3.339 0.999
C: 0.105 -1.223 -3.139
C: -1.369 -0.935 -3.053
C: 2.492 0.016 1.531
N: -1.787 -0.612 1.336
C: -2.313 3.384 0.050
H: 4.014 0.627 -2.715
H: -3.590 -2.554 0.591
H: 2.780 -3.471 -5.803
H: 3.216 0.579 -1.158
H: -1.907 -1.495 -3.819
C: -3.933 1.329 3.526
H: -4.819 0.714 3.472
C: 2.432 -0.817 -2.602
C: 3.869 0.137 1.661
O: -3.710 -1.249 2.461
H: 4.329 -0.727 -1.624
C: -2.571 -2.723 0.282
H: -0.628 -4.983 -1.342
C: -0.898 -4.084 -0.802
H: -0.263 -2.895 -4.418
C: 0.088 -3.158 -0.483
C: -2.692 3.239 4.231
H: 5.457 1.337 2.459
C: -3.005 5.907 -0.215
C: 3.505 2.083 2.981
C: 2.152 1.887 2.819
C: -2.216 -3.862 -0.430
N: 0.600 -0.983 0.586
H: 2.902 -4.512 -4.389
C: -2.808 -0.457 2.180
H: 1.372 -4.389 -5.266
H: -2.606 4.189 4.740
C: -1.245 4.081 0.465
C: -1.592 2.708 3.586
H: 1.434 2.540 3.293
C: -0.264 -2.005 0.210
C: 3.558 -0.042 -1.979
H: 4.487 -0.619 1.200
C: 2.241 -3.827 -4.922

Results
charge: -1
LUMO energy (spin up / spin down): 2.0 / 1.8 eV
spin multiplicity: 2
max |F|: 2.04 eV/A
expectation value of S²: 0.762
HOMO (spin up / spin down): -4.310 / -4.325 eV
HOMO-LUMO gap (spin up / spin down): 6.35 / 6.13 eV

---

# 4
C19H35N3OSV | ωB97M-V with the def2-TZVPD basis set

CARTESIAN COORDINATES (ANGSTROEM)
H: 3.638 1.563 -1.189
N: -0.383 -1.600 1.710
H: 0.436 0.091 -5.660
H: 4.704 2.644 -0.316
C: 3.520 4.368 2.032
H: 1.308 -2.416 -4.014
H: -4.720 1.242 -0.557
C: -0.198 -0.845 -3.834
C: -3.986 1.186 0.237
H: 0.084 -2.399 -5.287
H: -2.372 0.862 -1.114
C: 3.664 2.879 2.285
C: -1.493 -2.243 0.985
N: 0.222 -0.512 -1.272
H: -5.428 1.507 1.798
C: -4.386 1.336 1.559
H: 1.878 3.670 -0.709
O: 1.481 2.097 1.000
C: -2.646 0.974 -0.069
H: -3.731 1.439 3.600
C: 3.654 2.429 -0.527
C: 2.887 3.611 -1.116
S: 2.982 1.783 1.031
C: -0.014 -3.717 2.981
H: 2.801 3.488 -2.194
V: 0.343 0.337 0.681
C: 0.624 0.210 -4.593
H: -0.431 -3.328 3.909
H: 2.481 4.645 1.860
H: -1.376 1.093 3.067
C: -2.097 1.082 2.245
N: -1.156 -4.353 2.235
H: 1.385 -2.133 2.731
H: -1.097 -2.649 0.050
H: -2.615 -2.919 2.713
H: -1.602 -5.063 2.819
H: 3.116 2.569 3.177
C: 0.248 -2.263 -4.218
C: -2.173 -3.324 1.802
H: -2.226 -1.479 0.725
H: -0.791 -1.144 2.528
H: 4.702 2.563 2.408
H: 4.126 4.696 1.191
H: 3.392 4.553 -0.926
H: -2.019 0.360 -3.837
H: 0.333 1.220 -4.306
C: -1.661 0.906 0.923
H: 0.715 -4.489 3.219
C: 0.601 -2.605 2.140
H: -0.798 -4.842 1.411
H: -2.299 -1.364 -3.523
C: -1.701 -0.651 -4.091
C: 0.042 -0.657 -2.398
H: -2.947 -3.832 1.230
H: 1.692 0.080 -4.419
H: 1.076 -3.019 1.247
H: 3.870 4.902 2.915
H: -0.332 -3.019 -3.689
C: -3.435 1.292 2.568
H: -1.893 -0.814 -5.151

Results
charge: +2
LUMO energy (spin up / spin down): -5.4 / -5.4 eV
spin multiplicity: 4
max |F|: 0.69 eV/A
expectation value of S²: 3.768
HOMO (spin up / spin down): -12.630 / -13.419 eV
HOMO-LUMO gap (spin up / spin down): 7.27 / 8.01 eV

---

# 5
C13H25AlCl3Cs2N2O14 | ωB97M-V with the def2-TZVPD basis set

CARTESIAN COORDINATES (ANGSTROEM)
H: 4.972 -2.616 -6.496
Cs: -2.928 4.386 -2.102
H: 4.665 -4.228 2.192
O: 3.999 -3.749 -2.254
C: 4.439 -2.259 1.385
H: -3.371 5.041 5.092
C: -2.572 2.143 -0.606
H: 1.662 1.870 2.160
C: 2.145 1.049 -1.724
H: 2.987 0.745 -1.079
H: 5.843 -3.801 0.930
H: 2.685 1.334 -2.643
H: 2.822 -2.363 2.783
H: -2.969 2.290 2.893
Cl: -1.553 3.676 4.452
N: -2.395 2.027 2.036
H: 0.549 1.560 0.408
H: 2.324 -2.309 1.059
O: 4.772 -2.682 -7.441
H: -0.367 4.050 0.029
C: -3.882 -0.328 -1.875
C: -3.663 3.961 0.970
H: -2.487 -0.001 3.036
O: -4.019 -3.667 -4.032
H: 4.168 -4.173 0.468
H: 0.008 0.336 3.737
H: -1.463 1.793 -0.401
O: 5.266 -1.374 1.174
H: -4.514 -1.321 -2.010
C: -3.291 0.891 -1.429
H: -2.139 -0.030 1.104
O: 0.641 -0.125 1.424
H: -2.756 4.054 6.449
C: 4.795 -3.714 1.236
O: -2.798 4.944 0.597
O: -4.479 -3.635 -1.709
H: -4.293 1.714 0.828
C: -2.022 0.563 2.108
O: 0.510 3.914 -0.360
C: -3.290 2.344 0.857
H: -2.537 3.103 -1.277
Cs: 2.955 -5.455 -3.495
O: -4.989 4.387 1.498
H: 0.687 4.741 -0.833
C: 0.719 1.511 1.565
O: -5.440 -5.307 -3.083
H: 1.914 2.043 -1.305
Cl: -5.028 -3.918 -3.021
C: -0.290 0.476 2.526
C: 3.031 -1.928 1.802
O: 5.854 -4.540 -1.504
Al: -1.875 -1.497 0.080
O: 5.848 -3.284 -3.251
O: 1.140 0.195 -1.852
O: -6.175 -3.063 -3.259
H: 5.317 -1.991 -7.845
C: -3.006 4.054 5.385
Cl: -4.277 2.860 5.093
N: 5.233 -3.858 -2.336
H: 2.918 -0.841 1.869

Results
charge: +1
LUMO energy: -9.5 eV
max |F|: 11.14 eV/A
HOMO: -11.128 eV
HOMO-LUMO gap: 1.64 eV

---

# 6
C4H13NO2 | ωB97M-V with the def2-TZVPD basis set

CARTESIAN COORDINATES (ANGSTROEM)
H: 0.537 0.212 -3.328
H: -0.285 -0.818 3.072
C: -1.062 0.856 -2.046
C: -0.024 0.099 -2.413
C: 1.566 0.591 0.162
H: 0.561 -1.313 2.040
H: -0.070 -1.921 -1.446
H: -2.025 1.857 1.973
H: -1.314 1.762 -2.608
H: 1.344 1.482 -0.421
O: -1.706 1.166 1.387
C: 0.456 -0.903 -1.373
H: -1.870 1.391 0.451
H: -0.152 -0.560 0.620
H: 1.529 -0.980 -1.787
H: -1.784 0.624 -1.301
O: 0.415 -1.498 2.998
H: 1.412 1.075 1.124
H: 2.585 0.215 0.065
N: 0.633 -0.572 -0.005

Results
SMILES: C=CCNC.O.O
LUMO energy: 0.5 eV
max |F|: 3.67 eV/A
HOMO: -8.959 eV
HOMO-LUMO gap: 9.44 eV